Formula: C8H15NO4
Source: the OMol25 dataset
Level of theory: ωB97M-V with the def2-TZVPD basis set

Last column: Mulliken charge in e.
Cartesian coordinates (Å):
C  -0.76  -2.04  1.55  -1.860
C  -0.49  -0.55  1.42  1.421
C  -0.02  0.02  2.78  -1.607
O  -1.76  -0.03  1.05  -0.335
C  -1.67  0.26  -0.23  0.436
O  -2.62  0.73  -0.91  -0.717
N  -0.43  0.08  -0.79  0.064
C  -0.09  0.40  -2.21  -0.739
C  0.39  1.83  -2.43  -0.600
O  -0.37  2.77  -1.67  -0.526
C  0.52  -0.23  0.23  1.190
C  1.64  -1.24  0.01  -1.808
O  1.18  0.98  0.39  -0.703
H  -0.97  -2.48  0.60  0.426
H  0.16  -2.57  1.93  0.308
H  -1.60  -2.21  2.22  0.469
H  0.98  -0.31  2.95  0.360
H  -0.67  -0.23  3.61  0.404
H  0.03  1.08  2.64  0.373
H  -1.03  0.28  -2.78  0.430
H  0.67  -0.32  -2.62  0.316
H  0.30  2.06  -3.52  0.379
H  1.47  1.87  -2.15  0.293
H  -1.34  2.63  -1.80  0.348
H  1.25  -2.27  -0.16  0.323
H  2.42  -1.22  0.81  0.336
H  2.15  -0.98  -0.90  0.527
H  0.66  1.71  -0.01  0.493

Results
Structure (SMILES)   CC1(C)OC(=O)N(CCO)[C@@]1(C)O
LUMO   0.7 eV
E_tot   -18219.66294 eV
Energy relative to the best compared isomer or geometry (same formula, charge and spin)   15.5 kJ/mol
Gap between HOMO and LUMO   10.35 eV